# 1
{"formula": "C14H9LiNO6", "method": "the ωB97M-V functional and the def2-TZVPD basis", "e_lumo_ev": 2.966, "spin_multiplicity": 1, "charge": -1, "total_energy_ha": -1052.886074, "elements": ["Li", "O", "C", "O", "C", "C", "C", "C", "C", "N", "C", "O", "O", "H", "H", "H", "H", "O", "C", "O", "C", "C", "C", "C", "C", "C", "H", "H", "H", "H", "H"], "coordinates": [[-0.312, 2.066, 1.144], [2.681, 0.735, -2.166], [2.063, 1.499, -1.240], [1.349, 2.421, -1.530], [2.479, 1.155, 0.158], [3.630, 0.437, 0.425], [3.976, 0.229, 1.755], [3.165, 0.738, 2.749], [2.009, 1.424, 2.384], [1.682, 1.625, 1.112], [1.042, 1.975, 3.454], [1.470, 1.989, 4.611], [-0.076, 2.357, 3.010], [2.289, 0.991, -3.012], [4.229, 0.053, -0.387], [4.874, -0.325, 2.002], [3.374, 0.633, 3.804], [0.113, -0.395, -1.030], [-1.010, -0.065, -0.619], [-1.311, 0.926, 0.105], [-2.187, -0.937, -1.052], [-1.978, -2.021, -1.898], [-3.042, -2.814, -2.303], [-4.329, -2.530, -1.862], [-4.543, -1.451, -1.016], [-3.477, -0.657, -0.614], [-0.965, -2.220, -2.220], [-2.870, -3.656, -2.964], [-5.161, -3.149, -2.176], [-5.545, -1.226, -0.667], [-3.618, 0.191, 0.042]], "mulliken_charge": [0.95, -0.46, -0.07, -0.59, 0.64, -0.33, -0.35, -0.43, 0.25, -0.33, 0.52, -0.72, -0.82, 0.33, 0.48, 0.41, 0.48, -0.68, 0.72, -0.93, 0.03, -0.33, -0.47, -0.33, -0.47, -0.31, 0.38, 0.36, 0.36, 0.36, 0.36]}

---

# 2
{"formula": "C4H11O4", "method": "the ωB97M-V functional and the def2-TZVPD basis", "e_lumo_ev": 3.324, "spin_multiplicity": 1, "charge": -1, "total_energy_ha": -460.027225, "elements": ["O", "C", "O", "C", "C", "C", "H", "H", "H", "H", "H", "H", "H", "H", "H", "O", "H", "H", "O"], "coordinates": [[-0.136, 1.065, 1.648], [-1.257, 1.006, 1.068], [-2.164, 1.852, 1.168], [-1.448, -0.160, 0.047], [-0.687, -1.422, 0.544], [-0.039, -2.177, -0.641], [-1.064, 0.208, -0.906], [-2.500, -0.384, -0.098], [-1.428, -2.024, 1.080], [0.116, -1.096, 1.159], [-0.755, -2.772, -1.262], [0.701, -1.462, -1.076], [0.508, -3.093, -0.319], [0.748, 3.306, -3.527], [1.620, 2.356, -2.689], [1.658, 3.046, -3.357], [1.914, 1.331, 2.481], [1.837, -0.076, 2.056], [2.375, 0.496, 2.623]], "mulliken_charge": [-0.64, 0.34, -0.75, -0.51, 0.11, -1.19, 0.20, 0.29, 0.33, -0.14, 0.29, 0.31, 0.33, 0.32, 0.34, -0.66, 0.35, 0.36, -0.69]}

---

Going through the records in order, we get ΔE to the lowest compared entry with this formula, charge and spin values of 0.0, 60.8 kJ/mol.
Going through the records in order, we get Kohn-Sham gap values of 0.327, 0.281 Ha.